# 1
16
Properties=species:S:1:pos:R:3:forces:R:3:nbo_charge:R:1 method="wB97M-V/def2-TZVPD" homo_lumo_gap_ev=12.78 total_energy_ha=-159.57329 smiles=CC.CC multiplicity=1
C -1.72616 -2.02240 -0.12973 -0.7 -0.3 -0.7 -0.617
C -0.51256 -1.73087 0.74460 -0.6 1.3 0.0 -0.613
H -2.38320 -1.22060 -0.51645 1.0 0.4 0.3 0.207
H -1.39361 -2.56036 -1.01132 -0.2 -0.4 -0.2 0.201
H -2.49576 -2.60306 0.38096 0.4 -0.5 0.2 0.204
H -0.22440 -2.62530 1.30610 -0.1 0.4 0.1 0.212
H 0.35084 -1.35856 0.18854 -0.1 -0.4 -0.3 0.201
H -0.78225 -0.85142 1.35236 0.3 -0.7 0.6 0.205
C 0.67614 2.41525 0.00343 0.5 -0.7 -0.5 -0.601
C 1.64378 1.33639 -0.54668 -0.7 0.7 0.0 -0.600
H 0.80416 3.36178 -0.51585 0.0 0.1 0.0 0.201
H -0.32986 2.05028 -0.19374 -0.2 0.2 0.2 0.200
H 0.81984 2.58244 1.05966 -0.1 0.0 0.4 0.200
H 1.43216 0.36951 -0.09764 0.1 0.0 0.0 0.198
H 2.69265 1.57965 -0.41293 0.1 0.1 0.1 0.201
H 1.42823 1.27724 -1.61131 0.3 -0.3 -0.2 0.200

---

# 2
37
Properties=species:S:1:pos:R:3:forces:R:3:lowdin_spin:R:1 method="wB97M-V/def2-TZVPD" homo_lumo_gap_ev="5.50 / 5.83" total_energy_ha=-2811.21750 s_squared=3.788 multiplicity=4
Tc 0.61770 0.29005 -0.33018 1.0 0.5 -1.7 1.660
O -3.40827 -0.75241 0.09590 -0.1 0.0 0.4 -0.003
C -2.14618 -0.39796 0.20988 -0.1 0.1 -1.2 -0.001
O -1.48169 -0.02661 -0.76048 -0.3 0.1 0.3 0.049
C -1.51718 -0.44735 1.52060 0.4 0.0 0.7 0.029
C -2.10025 -0.72883 2.74804 -0.2 0.0 -0.5 -0.004
C -1.30272 -0.71674 3.87825 0.4 0.1 0.1 0.030
C 0.05408 -0.41853 3.75579 -0.4 -0.1 0.2 -0.009
C 0.56265 -0.14176 2.50693 0.3 0.1 -0.5 0.030
N -0.20651 -0.14703 1.40984 -1.2 -0.5 2.0 0.010
C 2.00926 0.24739 2.20674 0.2 0.1 0.1 0.005
O 2.80240 0.36202 3.11190 -0.1 -0.1 0.0 0.020
O 2.21906 0.47718 0.94703 -0.1 -0.1 0.0 0.042
H -3.67476 -0.71030 -0.83631 0.1 0.0 -0.1 0.000
H -3.15999 -0.93686 2.79116 0.0 -0.1 0.0 0.000
H -1.72920 -0.93722 4.84650 0.0 0.0 0.0 0.002
H 0.72069 -0.39405 4.60625 0.0 0.0 0.0 -0.001
N 0.39373 2.52200 0.06339 0.0 -0.5 -0.1 -0.001
C 1.02878 3.40827 -0.94359 0.3 0.1 -0.1 0.002
C 2.43582 2.92800 -1.27762 -0.1 -0.4 -0.3 0.002
C 2.38700 1.77962 -2.29731 0.4 1.0 0.2 0.013
O 3.01739 1.84026 -3.32669 -0.2 -0.3 0.1 0.027
O 1.58920 0.80926 -1.95201 -0.4 -0.6 -0.4 0.121
H -0.58218 2.78095 0.16772 0.0 0.0 0.1 0.000
H 0.85270 2.68309 0.95666 0.0 0.0 0.0 0.001
H 1.07363 4.43230 -0.56388 -0.1 0.0 0.0 0.000
H 0.40689 3.40627 -1.83984 0.0 0.0 0.1 0.000
H 2.92683 2.54929 -0.37709 0.1 0.1 0.0 0.000
H 3.03026 3.73053 -1.70750 0.0 0.0 0.1 0.000
O -2.06592 -6.06400 -2.73507 0.1 -0.1 0.1 0.027
C -1.56790 -4.98025 -2.63470 -0.1 0.2 -0.1 0.009
S -0.36025 -4.55138 -1.40005 0.0 0.1 0.1 0.060
C -0.14948 -2.85690 -1.81198 -0.2 -0.2 0.3 0.234
C -0.86867 -2.41132 -2.93138 0.0 0.1 -0.1 0.086
S -0.82506 -0.93066 -3.69008 0.2 0.1 0.3 0.429
S -1.95525 -3.60225 -3.66369 0.1 -0.1 0.0 -0.015
S 0.97337 -2.09408 -0.74312 0.2 0.3 -0.1 0.147

---

# 3
19
Properties=species:S:1:pos:R:3:forces:R:3:nbo_charge:R:1 method="wB97M-V/def2-TZVPD" homo_lumo_gap_ev=10.63 total_energy_ha=-348.18138 smiles=CC[C@@H](O)CCO multiplicity=1
C 2.65765 -0.54889 0.51144 0.0 0.0 0.0 -0.609
C 1.59242 -0.02330 -0.44512 0.0 0.0 0.0 -0.403
C 0.18198 -0.14222 0.12298 0.1 -0.2 -0.4 0.104
O 0.16854 0.46722 1.39999 -0.2 0.0 0.2 -0.739
C -0.85318 0.50553 -0.80227 0.0 0.0 0.0 -0.446
C -2.27484 0.06683 -0.50237 0.1 -0.1 -0.4 -0.058
O -2.59455 0.47723 0.82353 -0.3 -0.1 0.2 -0.746
H 3.66454 -0.31454 0.15077 -0.1 -0.1 0.0 0.206
H 2.52682 -0.09627 1.49752 0.1 -0.1 -0.1 0.227
H 2.58444 -1.63689 0.62568 0.0 0.1 0.0 0.198
H 1.62601 -0.57482 -1.39476 0.0 0.1 0.1 0.197
H 1.78496 1.03172 -0.68050 0.0 -0.1 0.1 0.200
H -0.05980 -1.21849 0.22109 0.0 0.1 0.0 0.144
H -0.76183 0.51068 1.66985 0.2 0.0 0.0 0.493
H -0.62966 0.26481 -1.84925 0.0 0.0 0.1 0.215
H -0.77574 1.59435 -0.68767 0.0 -0.1 -0.1 0.218
H -2.34523 -1.02892 -0.59249 0.0 0.2 0.0 0.159
H -2.97598 0.51008 -1.22461 0.1 0.0 0.1 0.166
H -3.47092 0.14305 1.04765 0.2 0.1 0.0 0.479

---

# 4
131
Properties=species:S:1:pos:R:3:forces:R:3:lowdin_charge:R:1 method="wB97M-V/def2-TZVPD" homo_lumo_gap_ev=6.76 total_energy_ha=-4595.00838 smiles="CC[C@@H](I)c1ccc2c(c1)C(=O)C=C(S(C)(=O)=O)C2=O.O=[N+]([O-])c1ccccc1.O=[N+]([O-])c1ccccc1.O=[N+]([O-])c1ccccc1.O=[N+]([O-])c1ccccc1.O=[N+]([O-])c1ccccc1.O=[N+]([O-])c1ccccc1.O=[N+]([O-])c1ccccc1" multiplicity=1
C -0.47078 0.26017 0.97919 -1.0 -0.4 -0.5 -0.215
C -0.13818 0.41229 -0.61946 -0.8 -0.4 0.8 -0.284
C 0.91634 1.62850 -0.92935 0.2 -1.3 -2.6 -0.686
I 1.39925 2.90566 0.77991 -0.1 -0.3 -0.7 0.830
C 2.35412 1.12354 -1.58491 2.8 -0.5 -1.4 -0.180
C 2.94881 -0.40851 -1.47384 1.8 2.2 -1.8 0.012
C 4.37676 -0.89455 -2.18976 -1.4 4.9 -0.5 0.032
C 5.18930 0.26008 -3.02250 -2.3 0.7 1.0 -0.023
C 4.60906 1.82664 -3.10646 -1.7 -1.2 1.3 -0.022
C 3.20649 2.30155 -2.40160 2.4 -4.6 -0.1 0.042
C 5.49382 2.92570 -3.98291 0.3 3.6 0.7 -0.203
O 5.61946 4.22192 -3.68904 -1.1 -7.9 -1.9 -0.044
C 6.22997 2.29318 -5.34489 0.7 -4.0 1.6 0.062
C 6.75379 0.87019 -5.26482 -2.2 4.4 0.7 -0.147
S 7.51505 0.20476 -6.85845 5.2 -3.2 -1.5 0.769
C 6.32410 0.75509 -8.24796 -1.4 0.9 0.9 -0.169
O 7.56047 -1.35205 -6.91745 -1.0 5.4 0.7 -0.402
O 8.94985 0.83472 -7.04060 -5.7 -1.5 0.7 -0.404
C 6.61069 -0.02290 -3.85773 2.5 -3.6 2.0 -0.178
O 7.51187 -0.91506 -3.43923 -5.8 5.8 -3.0 0.006
H -1.22018 -0.66242 1.07476 2.0 2.1 -0.1 0.061
H -1.08643 1.19932 1.35580 1.6 -1.8 -0.7 0.061
H 0.52207 0.08261 1.60950 -2.3 0.4 -1.3 0.085
H 0.21206 -0.65110 -0.99507 -0.4 2.4 0.6 0.095
H -1.17780 0.60883 -1.17221 2.4 -0.2 1.1 0.118
H 0.41169 2.30924 -1.76462 1.3 -1.3 2.0 0.099
H 2.36623 -1.24803 -0.87079 1.3 2.2 -1.4 0.101
H 4.74352 -2.00306 -2.11218 -0.7 2.5 -0.2 0.109
H 2.85377 3.41355 -2.49723 0.7 -2.5 0.3 0.112
H 6.27375 2.95667 -6.30801 0.1 -1.4 2.1 0.129
H 5.24089 0.67893 -7.75346 2.4 0.0 -1.2 0.092
H 6.52637 1.89241 -8.43942 -0.2 -2.3 0.1 0.075
H 6.38940 0.07587 -9.19888 0.3 1.3 2.1 0.096
O -1.49892 -2.27920 -2.54617 -1.6 1.0 -0.4 0.063
N -2.52342 -1.66066 -2.87103 0.4 -0.5 1.2 -0.316
O -3.44738 -1.37720 -2.09515 1.2 -0.4 -1.0 0.048
C -2.65278 -1.23986 -4.27127 -0.1 0.3 -1.0 -0.143
C -1.64891 -1.57195 -5.19144 -0.1 0.0 0.0 0.003
C -1.78906 -1.18998 -6.52705 -0.3 0.1 0.3 -0.065
C -2.91859 -0.47974 -6.93675 0.0 0.0 0.1 -0.071
C -3.91180 -0.14124 -6.01612 0.3 -0.2 0.1 -0.066
C -3.78411 -0.52022 -4.67830 0.0 0.0 0.0 -0.002
H -0.76273 -2.12512 -4.88804 -0.3 0.1 0.1 0.121
H -1.01856 -1.44880 -7.25017 -0.1 0.0 0.2 0.110
H -3.02610 -0.18898 -7.98035 0.0 -0.1 0.2 0.109
H -4.78775 0.41499 -6.34255 0.2 -0.1 0.1 0.109
H -4.56844 -0.25157 -3.97375 0.3 -0.2 0.0 0.118
O -1.61596 -2.55122 1.68310 -0.9 -1.0 1.5 0.040
N -2.34368 -3.06621 2.54502 0.8 -0.2 -0.2 -0.302
O -1.93872 -3.52064 3.62462 -0.5 0.1 -1.8 0.032
C -3.78229 -3.14760 2.26528 -1.0 0.0 -0.2 -0.130
C -4.27884 -2.67994 1.04073 0.1 0.0 0.0 0.009
C -5.64482 -2.78219 0.77045 0.2 -0.2 0.4 -0.055
C -6.50519 -3.34179 1.71636 0.1 -0.1 0.1 -0.056
C -6.00948 -3.79712 2.93929 0.3 0.2 -0.3 -0.049
C -4.64490 -3.70279 3.21981 0.0 0.0 0.0 0.016
H -3.62147 -2.24142 0.29313 0.0 -0.1 0.2 0.096
H -6.03891 -2.42819 -0.17978 0.2 0.0 0.2 0.095
H -7.56868 -3.42453 1.49880 0.4 0.0 0.1 0.073
H -6.68682 -4.22932 3.67255 0.3 0.1 -0.1 0.073
H -4.27372 -4.06513 4.17620 0.1 0.1 -0.3 0.121
O -0.58474 3.50282 5.78572 -0.5 -1.2 -1.2 0.058
N -0.93610 2.61926 4.98975 0.0 1.2 -0.4 -0.324
O -1.28666 2.82839 3.81953 0.5 -0.2 1.6 0.036
C -0.94193 1.23149 5.46781 0.0 -0.9 0.3 -0.140
C -0.58881 0.95319 6.79545 0.0 0.0 -0.1 -0.005
C -0.61962 -0.36615 7.25125 -0.1 0.1 -0.4 -0.069
C -0.99504 -1.39619 6.38741 0.0 0.2 -0.1 -0.057
C -1.33610 -1.11737 5.06282 0.1 0.5 0.2 -0.046
C -1.31179 0.19847 4.59630 0.0 0.1 0.2 0.013
H -0.29410 1.74463 7.48111 -0.1 -0.1 -0.3 0.117
H -0.35374 -0.59157 8.28181 0.0 0.1 -0.2 0.107
H -1.02300 -2.42269 6.74896 0.0 0.2 -0.1 0.111
H -1.62477 -1.92594 4.39488 0.3 0.6 0.5 0.058
H -1.58345 0.39968 3.56215 0.1 0.2 0.3 0.096
O -11.32454 -3.47864 0.34412 1.8 0.2 -0.6 0.069
N -10.16699 -3.32600 -0.07358 -0.6 0.3 1.1 -0.307
O -9.25113 -2.79937 0.57442 -1.5 -0.6 -0.9 0.034
C -9.86205 -3.79677 -1.43000 0.2 -0.3 -0.9 -0.135
C -10.87715 -4.36457 -2.21226 0.1 0.0 0.0 0.002
C -10.58677 -4.78837 -3.51052 0.3 0.2 0.2 -0.064
C -9.29432 -4.64997 -4.01900 0.0 0.0 0.1 -0.069
C -8.28286 -4.09377 -3.23402 -0.4 0.0 0.2 -0.061
C -8.56187 -3.66368 -1.93523 -0.1 0.0 0.0 0.008
H -11.88937 -4.47929 -1.83067 0.3 0.1 0.1 0.120
H -11.36937 -5.22420 -4.12789 0.1 0.1 0.2 0.110
H -9.07404 -4.97672 -5.03385 0.0 0.1 0.2 0.109
H -7.27738 -3.99198 -3.63640 -0.2 0.0 0.1 0.110
H -7.76338 -3.22936 -1.33729 -0.4 -0.1 0.0 0.096
O 13.26467 4.96732 -2.21217 -1.0 -0.7 1.3 0.055
N 12.53695 4.45232 -1.35026 1.3 0.1 0.2 -0.327
O 12.94191 3.99789 -0.27065 -0.5 0.7 -1.5 0.058
C 11.09834 4.37094 -1.63000 -1.0 -0.1 -0.2 -0.142
C 10.60179 4.83859 -2.85454 0.0 0.0 0.0 -0.002
C 9.23581 4.73635 -3.12482 0.2 -0.1 0.4 -0.060
C 8.37544 4.17675 -2.17891 0.1 0.0 0.1 -0.059
C 8.87115 3.72141 -0.95598 0.3 0.1 -0.3 -0.061
C 10.23573 3.81575 -0.67547 0.1 0.0 0.0 0.001
H 11.25916 5.27712 -3.60214 0.0 -0.2 0.3 0.117
H 8.84172 5.09035 -4.07505 0.1 -0.1 0.2 0.107
H 7.31195 4.09400 -2.39648 0.4 0.1 0.1 0.073
H 8.19382 3.28922 -0.22272 0.2 0.1 -0.1 0.094
H 10.60691 3.45341 0.28092 0.1 0.1 -0.3 0.110
O -6.75392 -4.77395 5.95796 -1.0 -0.7 1.2 0.046
N -7.48164 -5.28895 6.81988 1.3 0.0 0.5 -0.315
O -7.07668 -5.74338 7.89948 -0.6 0.7 -1.7 0.072
C -8.92025 -5.37033 6.54013 -1.0 -0.1 -0.2 -0.137
C -9.41681 -4.90268 5.31559 0.0 -0.1 0.1 0.006
C -10.78278 -5.00493 5.04531 0.2 -0.1 0.3 -0.060
C -11.64315 -5.56452 5.99122 0.1 0.0 0.0 -0.071
C -11.14744 -6.01986 7.21415 0.3 0.2 -0.3 -0.066
C -9.78286 -5.92552 7.49467 0.0 0.0 0.0 0.001
H -8.75943 -4.46415 4.56799 0.0 -0.1 0.3 0.103
H -11.17687 -4.65092 4.09508 0.1 0.0 0.2 0.110
H -12.70664 -5.64727 5.77366 0.2 0.0 0.0 0.109
H -11.82478 -6.45206 7.94741 0.2 0.1 -0.1 0.109
H -9.41168 -6.28786 8.45106 0.1 0.1 -0.3 0.120
O 9.04636 3.92080 2.34410 -1.3 1.1 -0.4 0.057
N 8.16284 4.74872 2.07640 -0.3 -1.2 -0.1 -0.318
O 7.05379 4.46273 1.60284 1.6 0.4 0.7 0.056
C 8.45229 6.16458 2.33334 0.2 1.0 0.1 -0.138
C 9.70776 6.53678 2.83336 -0.1 0.0 0.0 0.004
C 9.98575 7.88731 3.05289 -0.4 -0.1 -0.1 -0.066
C 9.01712 8.85438 2.77964 0.0 -0.1 0.0 -0.074
C 7.76400 8.47998 2.29165 0.3 -0.3 0.1 -0.068
C 7.47534 7.13270 2.06543 0.0 0.0 0.0 0.002
H 10.47333 5.79531 3.05125 -0.3 0.0 -0.1 0.121
H 10.95954 8.18681 3.43445 -0.2 -0.1 -0.1 0.109
H 9.24049 9.90665 2.94708 0.0 -0.2 0.0 0.107
H 7.01334 9.23932 2.08392 0.1 -0.2 0.0 0.108
H 6.49514 6.85743 1.68180 0.3 -0.1 0.1 0.119

---

# 5
9
Properties=species:S:1:pos:R:3:forces:R:3:nbo_charge:R:1 method="wB97M-V/def2-TZVPD" homo_lumo_gap_ev=10.65 total_energy_ha=-341.48525 smiles="O=C(O)O.O" multiplicity=1
O 3.52551 0.45331 0.04260 -2.5 -0.5 0.1 -0.637
C 2.36148 0.04970 0.08861 2.7 0.6 -0.5 0.981
O 2.03941 -1.23420 0.10654 0.4 -2.6 -0.9 -0.714
O 1.29803 0.80302 0.10224 -0.2 1.7 0.2 -0.696
H 2.76159 -1.80742 -0.29192 -0.9 1.3 1.0 0.511
H 0.38390 0.45720 0.04651 0.4 -0.6 0.2 0.534
O -1.49538 0.45220 -0.02914 1.0 -0.6 -2.3 -0.955
H -2.16063 0.29826 0.61408 -1.0 -0.4 0.8 0.488
H -1.69580 -0.11390 -0.82377 0.1 0.9 1.4 0.489

---

# 6
13
Properties=species:S:1:pos:R:3:forces:R:3:nbo_charge:R:1 method="wB97M-V/def2-TZVPD" homo_lumo_gap_ev=8.54 total_energy_ha=-667.45253 multiplicity=1
C 0.58555 -0.00480 -0.01049 1.6 -0.7 0.8 -0.063
C -0.44609 -0.37199 1.01140 -2.0 0.4 -0.4 -0.311
C -1.52600 -1.04048 0.13299 0.9 0.6 -0.8 -0.074
C -0.47197 0.78492 -0.68038 0.0 -0.3 -0.1 0.005
C -0.95543 1.16936 0.74307 -1.1 -1.8 -1.4 -0.403
H -0.33162 -0.91285 1.94256 0.5 0.5 0.3 0.240
H -2.49774 -0.85049 0.54931 -0.5 -0.5 0.3 0.186
H -1.32438 -2.09213 -0.11776 -0.2 0.4 0.1 0.197
H -0.18287 1.47825 -1.43893 -0.3 0.4 -0.6 0.217
H -2.05022 1.37220 0.60360 0.8 -0.3 1.0 0.229
H -0.40036 1.91086 1.22702 0.7 1.1 0.7 0.223
O -1.43452 -0.21134 -1.08323 0.3 0.1 0.2 -0.515
S 2.19668 -0.15232 -0.07997 -0.8 0.1 -0.1 0.069